13
Properties=species:S:1:pos:R:3:forces:R:3:nbo_charge:R:1 method="wB97M-V/def2-TZVPD" gap_ev=10.0 e_above_lowest_kcal_mol=16.1 multiplicity=1 charge=+1
C -1.57584 1.70107 -0.09059 -0.951 -1.914 -0.421 -0.6952
C -2.01283 0.29837 0.02869 1.091 -2.217 -0.377 0.2894
N -1.14771 -0.69895 -0.06206 0.229 0.130 0.904 -0.7119
N 1.69994 -1.15611 0.04232 -0.418 -1.384 2.406 -1.0797
I -4.03637 -0.18937 0.04699 0.366 0.176 0.119 0.3370
H -0.54540 1.66809 0.00329 2.121 0.576 0.056 0.2413
H -2.04578 2.32539 0.60363 -0.716 0.994 1.010 0.2712
H -1.89843 1.93479 -1.08254 -0.030 0.727 -0.810 0.2765
H -1.50685 -1.65457 0.03009 -0.262 0.511 -0.214 0.4186
H -0.00776 -0.76474 0.02076 -1.452 1.192 0.021 0.4693
H 1.40677 -2.01951 -0.44124 0.877 -0.232 1.133 0.3839
H 2.13910 -0.71656 -0.68474 1.365 2.022 -2.343 0.3763
H 2.49532 -1.23507 0.77627 -2.219 -0.580 -1.485 0.4234



217
Properties=species:S:1:pos:R:3:forces:R:3:mulliken_charge:R:1 method="wB97M-V/def2-TZVPD" gap_ev=9.0 multiplicity=1
C -0.14903 -0.31032 -5.69686 0.154 -0.607 0.636 0.1804
C 1.17466 -0.95002 -6.14435 -1.806 0.853 -0.294 -0.4792
O 2.16126 0.01729 -5.98523 0.736 0.178 -0.670 -0.6014
H -0.52190 0.42323 -6.41168 0.075 -0.074 -0.046 0.4566
H 0.06810 0.20056 -4.75880 -0.271 0.106 0.206 -0.2215
H -0.89486 -1.08130 -5.50336 -0.221 0.114 -0.072 -0.2704
H 0.98897 -1.15610 -7.19845 0.786 -0.422 -0.124 0.4373
H 1.38671 -1.85308 -5.57198 0.023 -0.197 -0.119 0.0673
H 2.41695 -0.06067 -5.06320 0.577 0.014 0.316 0.4982
C 1.10877 -2.39303 3.18505 -1.946 1.087 -0.559 -0.4691
C 2.56091 -2.24605 2.98377 0.491 -0.629 0.840 0.9797
O 3.10721 -3.55810 2.76382 0.191 0.360 0.272 -0.6916
H 0.63461 -2.89692 2.34281 0.120 -0.248 -0.070 -0.0352
H 0.66674 -1.39672 3.19401 -0.065 0.306 0.027 -0.2574
H 0.73866 -2.81870 4.11775 0.596 -0.342 0.128 0.3574
H 3.01208 -1.87111 3.90244 0.206 0.421 -0.019 0.2840
H 2.84324 -1.58710 2.16269 -0.141 -0.160 -0.127 -0.5232
H 3.03204 -3.95183 3.63613 0.229 -0.605 -0.148 0.3630
C 0.62454 0.13585 0.14908 -0.005 -0.558 1.168 1.2414
C -0.53121 0.11946 -0.82428 0.458 2.269 0.303 0.7071
O -1.21934 -1.07261 -0.88840 -0.330 -1.443 0.114 0.8164
H 1.48568 -0.46586 -0.14158 0.079 0.211 -0.310 -0.4277
H 0.33486 -0.27074 1.11802 -0.455 -0.427 0.048 -0.5925
H 0.92469 1.13150 0.47572 0.155 0.188 -0.727 -0.2844
H -0.17261 0.45594 -1.79705 0.046 -0.356 -0.404 0.3129
H -1.24125 0.88812 -0.51915 0.119 0.265 0.113 -1.1208
H -2.15722 -0.86863 -0.86904 -0.311 -0.273 -0.272 -1.1996
C 7.15162 -0.12989 -2.50836 -0.580 1.335 -0.201 -0.7695
C 6.44954 1.26395 -2.38310 0.872 -1.063 0.235 1.1169
O 7.46134 2.25314 -2.22454 0.162 -0.505 0.031 -0.6544
O 7.77555 -0.57761 -1.32773 -0.022 -0.239 0.830 -0.5186
H 7.89191 -0.03315 -3.30254 -0.101 -0.267 -0.250 0.4819
H 6.40525 -0.89894 -2.70731 -0.017 0.146 -0.424 0.1313
H 5.81325 1.23787 -1.49848 -0.329 0.062 0.072 -0.6953
H 5.84828 1.42389 -3.27810 -0.079 0.041 -0.047 0.3435
H 7.08357 3.12260 -2.37592 -0.213 0.227 -0.199 0.2597
H 8.55055 -0.05139 -1.11785 -0.009 0.266 -0.093 0.2893
C -2.30055 -1.00991 2.92074 -1.965 -0.225 -0.115 0.1783
C -2.36292 0.34625 3.56593 0.673 -0.078 -0.137 0.1805
O -2.29323 0.20446 4.96477 -0.003 -0.252 1.135 -0.3554
O -3.62629 -1.60261 3.13057 0.664 0.020 -0.244 -0.7096
H -1.53748 -1.67188 3.33013 0.130 0.187 -0.079 0.8035
H -2.24065 -0.92532 1.83568 0.437 -0.033 0.047 -0.9854
H -3.31305 0.81267 3.30554 0.350 0.280 -0.393 0.4812
H -1.47725 0.92283 3.29900 -0.222 0.377 -0.399 -0.4947
H -3.14293 0.35763 5.38447 -0.027 0.018 -0.079 0.2948
H -3.67975 -1.90641 4.03966 -0.013 -0.086 0.150 0.3376
C 5.78888 -2.92109 0.80251 -1.123 -0.971 -0.030 -0.6164
C 5.86196 -1.59614 1.49334 0.819 -1.213 1.279 -0.4902
O 5.56428 -0.55328 0.66421 -0.916 1.246 -0.853 -0.4126
O 4.45213 -3.33417 0.49951 0.366 0.441 -1.352 -0.3380
H 6.21485 -3.72438 1.40365 0.502 0.154 0.152 0.3595
H 6.30682 -2.86106 -0.15469 0.180 -0.079 -0.020 0.4788
H 6.89360 -1.49885 1.83149 0.247 0.032 0.421 0.3312
H 5.21221 -1.56864 2.36808 -0.028 0.065 0.015 0.5053
H 6.19026 -0.63647 -0.05886 0.376 0.512 -0.605 -0.1178
H 3.89960 -3.30457 1.28401 0.072 -0.368 0.410 -0.0929
C -4.81366 -2.59651 -5.17953 1.123 0.469 -0.207 -0.6134
C -3.67336 -1.60217 -5.12109 0.239 0.298 0.326 -0.2599
O -3.67456 -0.88794 -3.87146 -0.248 -0.318 -0.019 0.1175
O -4.47500 -3.62283 -4.27288 -0.477 -0.309 -0.193 -0.5708
H -4.82972 -2.96996 -6.20343 -0.110 -0.396 0.017 0.4255
H -5.77445 -2.12186 -4.98028 -0.089 0.008 0.193 0.2051
H -3.66057 -0.91912 -5.97043 -0.164 0.242 0.027 0.4419
H -2.73296 -2.15330 -5.12320 -0.076 -0.266 -0.328 -0.0963
H -3.55498 0.05035 -4.03553 -0.022 0.493 -0.123 -0.1728
H -4.88163 -3.37404 -3.43960 -0.293 -0.279 0.326 0.0984
C -2.40115 3.93840 1.31308 0.078 0.871 -0.364 -0.2575
C -1.58558 5.18017 0.88808 -1.223 -0.931 -0.759 -0.8820
O -0.27364 5.22112 1.38612 0.032 0.239 0.571 -0.4340
O -1.81786 2.73156 0.89329 1.046 0.137 0.102 1.4811
H -3.38026 3.99022 0.83689 -0.219 0.470 0.115 0.2607
H -2.51491 3.97649 2.39646 -0.050 -0.145 0.311 0.2175
H -2.19364 6.03800 1.17528 0.475 0.257 0.540 0.4759
H -1.57577 5.24325 -0.20005 0.120 -0.239 -0.296 0.1840
H 0.08338 4.33357 1.30614 0.068 -0.196 -0.096 0.1437
H -2.53820 2.11676 0.73600 -0.256 -0.531 -0.002 -0.9030
C -5.74061 -2.98634 -0.77816 0.631 -0.621 1.945 -1.2673
C -4.32798 -2.45099 -0.82334 -0.318 -0.440 1.465 0.8892
O -4.41697 -1.12293 -1.23115 0.540 1.196 -0.371 1.8458
O -6.21356 -3.10972 -2.04529 -1.092 0.028 -2.829 -0.7031
H -6.42121 -2.29482 -0.28149 0.387 0.217 0.792 0.3592
H -5.85209 -3.98840 -0.36401 0.606 0.043 0.950 0.5770
H -3.65724 -3.06738 -1.42190 -0.092 -0.003 -0.246 -0.1311
H -3.86418 -2.36831 0.15960 -0.225 -0.817 0.340 -0.6278
H -4.16948 -1.11093 -2.15862 0.023 0.443 -0.987 -0.9501
H -7.11328 -3.41336 -1.90418 -0.160 -0.115 -0.827 0.3619
C -2.86144 2.99063 -2.24784 1.934 0.429 -1.693 1.3705
C -2.69400 2.80084 -3.80717 0.376 2.010 1.434 -0.4601
O -3.66495 1.91992 -4.26967 -0.692 -1.231 -0.605 -0.5187
O -3.98447 3.77430 -1.94916 -0.258 -0.559 0.147 -0.7011
H -2.01265 3.56076 -1.87021 0.183 0.006 -0.152 -0.4372
H -2.76553 2.01198 -1.77757 -0.725 -0.215 0.236 -0.4220
H -1.69081 2.57228 -4.16698 0.083 -0.930 0.478 0.0789
H -2.80302 3.78297 -4.26721 -0.452 0.270 0.100 0.4049
H -4.40670 2.37018 -4.68036 0.168 0.167 0.048 0.2636
H -4.73713 3.29253 -2.29987 -0.681 -0.016 0.063 0.3231
C 4.99739 5.05390 -1.87440 -1.575 -1.391 0.965 0.0090
C 5.37318 4.60437 -0.46687 -0.283 0.536 -0.079 0.9917
O 6.18847 5.55539 0.20392 -0.098 0.018 0.028 -0.6465
O 5.98745 4.74056 -2.80400 0.874 0.508 -0.445 -0.5501
H 4.60974 6.07179 -1.91591 0.633 0.353 0.261 0.4798
H 4.11639 4.45711 -2.11061 -0.340 -0.314 -0.150 -0.2557
H 5.88272 3.64347 -0.39520 -0.115 -0.277 -0.626 0.2021
H 4.43712 4.47542 0.07650 0.059 0.321 0.163 -0.8447
H 7.02393 5.48763 -0.26406 0.373 0.348 0.259 0.3588
H 5.79516 5.26339 -3.58585 0.321 -0.152 -0.274 0.2792
C 0.64483 -2.85727 7.63483 0.251 1.202 -0.779 -0.5151
C -0.55488 -2.20093 7.01619 -0.357 1.048 -0.967 -0.2873
O -0.10766 -1.10936 6.22589 0.802 -0.158 -0.002 -0.4354
O 0.32900 -4.10931 8.04439 -0.919 -2.397 1.631 -0.5515
H 0.92228 -2.24490 8.49281 0.873 0.230 -0.256 0.3342
H 1.41794 -3.06280 6.89444 0.295 1.030 -0.042 0.1845
H -1.22205 -1.80997 7.78439 -0.200 -0.182 0.321 0.4440
H -1.10961 -2.92912 6.42448 -0.010 -0.205 -0.139 0.2461
H -0.79979 -0.73689 5.67467 -0.526 0.049 0.178 0.2239
H -0.11009 -3.99961 8.89101 -0.179 -0.588 0.123 0.3326
C 3.64966 2.39953 1.75792 0.450 -0.422 -0.831 -0.0540
C 3.19700 1.84706 3.09487 0.458 1.024 0.109 -0.0494
O 4.17911 0.93813 3.66039 -1.256 0.333 -0.992 -0.6399
O 3.64841 1.45023 0.67619 -0.728 0.532 0.295 0.9696
H 4.63020 2.87497 1.78235 0.243 -0.126 0.474 0.4808
H 2.98768 3.17962 1.38196 -0.381 0.043 0.478 -0.3745
H 2.16389 1.52638 2.96086 0.075 -1.246 -0.001 -0.2950
H 3.04341 2.66850 3.79469 0.389 0.336 0.030 0.4990
H 3.70986 0.45764 4.34634 0.090 -0.091 0.237 0.3345
H 4.20911 0.69401 0.86419 0.640 -0.403 0.101 -0.4750
C -0.87307 -3.57827 -3.06242 -1.409 -0.666 -0.548 1.1822
C -1.17346 -5.10106 -3.09488 1.505 0.805 -0.947 -0.6542
O -0.05345 -5.77896 -3.63935 -0.389 -0.287 -0.678 -0.6892
O -0.01985 -3.26161 -2.01348 0.960 -0.216 0.980 0.2961
H -1.82755 -3.05822 -2.98096 -0.267 0.203 0.302 -0.9023
H -0.41613 -3.17333 -3.96538 -0.046 -0.642 -0.578 -0.0750
H -1.99320 -5.32400 -3.77783 -0.201 0.189 0.244 0.3982
H -1.36532 -5.48977 -2.09478 -0.399 0.261 0.232 0.0908
H 0.69203 -5.70091 -3.03953 0.118 -0.132 0.452 0.4742
H -0.28742 -2.40722 -1.66703 -0.263 0.320 0.323 0.0699
C 3.31367 6.09347 2.53552 -1.263 1.077 -0.550 0.4973
C 2.54821 7.30915 1.94540 0.734 -0.751 -0.700 -0.4125
O 3.02254 7.52968 0.58585 -0.478 -0.046 0.583 -0.5323
O 4.65912 6.40074 2.76647 0.045 -0.168 0.278 -0.6051
H 3.23826 5.28255 1.81107 -0.180 -0.051 -0.122 -0.4603
H 2.76875 5.76584 3.42086 0.394 0.002 0.459 0.2935
H 2.69195 8.22631 2.51659 0.119 -0.138 0.277 0.3384
H 1.48214 7.08504 1.90835 0.011 -0.032 -0.216 0.1112
H 3.76885 8.13081 0.64296 0.103 -0.027 -0.001 0.3085
H 5.10860 6.12920 1.96284 0.621 0.119 -0.111 0.3903
C -2.96529 -4.52349 1.86329 -1.534 -1.066 0.116 0.8138
C -2.84671 -5.82469 2.66659 1.497 1.525 0.449 -0.6959
O -3.67923 -6.86295 2.28999 -0.569 -0.420 -0.458 -0.5318
O -2.57279 -4.67342 0.54128 0.132 0.104 -0.691 -0.3529
H -2.45709 -3.71650 2.39111 0.169 -0.036 0.038 -0.4520
H -4.02295 -4.27345 1.78001 -0.224 0.257 0.460 0.2695
H -2.97308 -5.55864 3.71604 -0.268 0.011 0.386 0.3231
H -1.79388 -6.09001 2.57047 0.271 -0.340 -0.036 0.2114
H -3.20002 -7.67879 2.45235 -0.191 -0.078 -0.109 0.3500
H -1.62788 -4.50955 0.49770 0.761 -0.127 -0.210 0.0333
C -6.32354 0.49327 1.42784 0.383 -1.774 -0.673 -0.6557
C -5.26919 1.50001 1.08357 0.982 -0.288 0.594 -0.1542
O -3.95199 0.88973 0.82190 -0.880 0.891 0.429 1.5202
O -6.06297 -0.24097 2.60198 -0.745 0.841 1.212 -0.6995
H -6.33650 -0.31803 0.70001 -0.138 0.422 -1.068 -0.1044
H -7.33453 0.90059 1.43706 0.136 0.279 0.391 0.5540
H -5.09179 2.07658 1.99142 -0.044 0.365 -0.024 0.2556
H -5.58129 2.17862 0.28972 0.201 -0.177 -0.288 0.2645
H -4.03238 -0.01689 0.51665 -0.457 -0.133 -0.643 -1.3448
H -5.13564 -0.47664 2.68022 0.434 -0.305 -0.177 0.3000
C 0.64123 -5.97205 0.43012 0.795 0.499 -0.827 -0.4593
C 2.00299 -6.11807 -0.26227 -0.868 0.333 -0.454 -0.4004
O 1.84264 -5.89493 -1.70998 0.308 -0.674 2.120 -0.6004
O 0.23626 -4.60011 0.39466 -0.194 -0.665 1.103 0.8094
H 0.69888 -6.29742 1.46882 0.023 0.140 0.048 0.4552
H -0.06363 -6.60971 -0.10341 -0.277 -0.057 0.012 0.3088
H 2.41401 -7.09812 -0.02009 0.084 -0.185 -0.419 0.3880
H 2.67577 -5.35413 0.12743 0.074 -0.004 0.075 -0.1950
H 2.51362 -5.23378 -1.89509 0.279 0.491 -0.651 0.6408
H 0.26290 -4.29922 -0.51658 0.037 0.354 -0.933 -0.3136
C -6.98446 0.35277 -3.16483 -0.333 -0.331 1.409 -0.0296
C -7.51723 1.49976 -2.33353 -0.611 -0.866 0.172 -0.2320
O -6.87451 2.71885 -2.64022 0.290 0.193 0.080 -0.4739
O -7.27551 0.46365 -4.51965 0.300 0.163 -0.594 -0.6024
H -7.44591 -0.56148 -2.79158 -0.317 -0.046 -0.086 0.2373
H -5.93804 0.17536 -2.91655 0.368 0.330 -0.402 0.0419
H -7.42758 1.20620 -1.28764 0.487 0.141 0.347 -0.0460
H -8.59224 1.62671 -2.46136 -0.176 -0.141 -0.443 0.4617
H -7.47204 3.38904 -2.30050 0.258 0.419 -0.137 0.2619
H -6.73456 1.19226 -4.83284 -0.103 0.099 -0.361 0.3781
C 0.38887 3.22928 5.01173 -0.192 0.534 0.356 0.4045
C -0.90055 3.18657 5.86117 0.518 -0.629 -0.400 -0.1929
O -0.86992 4.09320 6.93040 0.517 0.383 0.414 -0.5782
O 1.58619 2.98915 5.75720 -0.563 -0.391 -0.446 -0.5225
H 0.47528 4.20582 4.53529 -0.128 0.418 -0.064 0.2614
H 0.33009 2.54164 4.16805 0.071 -0.402 0.260 -0.3466
H -1.01052 2.18890 6.28621 -0.066 0.032 -0.009 0.1016
H -1.78188 3.43577 5.27017 -0.010 -0.354 -0.561 0.2512
H -0.69702 4.94621 6.52533 -0.086 0.388 0.234 0.3637
H 1.67403 3.69156 6.40566 -0.083 0.030 0.172 0.3381
C 3.89225 -2.78809 -3.10815 -0.410 0.920 -1.516 -0.9809
C 3.21638 -1.50648 -2.54982 0.276 -1.007 0.092 1.9063
O 3.20847 -0.45126 -3.48235 0.369 -0.083 -0.360 -0.7996
O 3.71526 -3.87667 -2.29699 -0.599 -1.318 1.376 -0.5166
H 4.95022 -2.79772 -3.37030 0.264 1.109 -0.011 0.2702
H 3.37672 -3.04181 -4.03441 -0.071 0.207 -0.225 0.3679
H 3.67729 -1.18340 -1.61640 0.263 -0.014 0.206 -0.3723
H 2.18945 -1.79531 -2.32602 -0.140 -0.241 0.143 -0.5510
H 2.84694 0.30227 -3.01003 -0.046 0.661 0.266 0.2364
H 4.07553 -3.67148 -1.43114 0.122 -0.036 0.750 0.1731
C 1.20112 3.41442 -3.16843 0.786 -1.565 -0.087 -1.0313
C 1.39775 2.72852 -1.77689 -0.819 2.442 -0.887 1.8825
O 2.45231 1.82697 -1.81462 -0.369 -0.407 -0.610 1.1569
O 0.37733 4.54092 -3.18157 -0.539 0.029 0.232 -0.5517
H 0.77262 2.62224 -3.78239 -0.619 0.160 -0.220 0.0153
H 2.12287 3.59054 -3.72292 0.562 0.248 0.515 0.4357
H 0.39590 2.38779 -1.51557 0.058 -0.841 0.084 -1.2068
H 1.55477 3.50185 -1.02496 0.471 0.382 0.168 -0.1714
H 2.72259 1.69259 -0.90331 0.643 -0.452 0.639 -0.7083
H 0.87314 5.28845 -2.83954 0.022 0.083 0.088 0.3481